[1]
ORCA calculation (ωB97M-V with the def2-TZVPD basis set) on a molecular structure, H24O12Xe.

Positions of all 37 atoms, in Å:
Xe -10.84 5.81 8.60
O -13.37 8.45 8.08
O -8.22 2.03 9.16
O -11.06 3.57 12.11
O -9.45 5.66 12.65
O -13.27 4.63 11.01
O -9.53 9.07 6.80
O -12.51 4.09 5.64
O -9.43 3.38 6.93
O -13.45 3.67 8.45
O -10.59 5.45 4.38
O -11.12 9.51 10.66
O -13.11 7.61 10.95
H -12.74 6.77 11.20
H -11.87 8.93 10.52
H -7.36 1.86 8.79
H -13.84 7.75 11.56
H -14.24 8.15 7.82
H -10.73 9.19 11.48
H -11.36 5.06 4.81
H -11.51 3.48 12.94
H -9.78 6.56 12.71
H -9.03 8.42 7.30
H -8.75 5.71 12.00
H -8.68 2.53 8.49
H -10.57 5.04 3.51
H -14.01 3.00 8.06
H -10.62 4.42 12.16
H -13.39 4.23 10.16
H -13.15 7.92 8.84
H -13.12 4.18 7.71
H -9.87 4.16 6.57
H -13.38 4.32 5.31
H -12.34 3.23 5.28
H -12.52 4.18 11.39
H -9.93 8.58 6.09
H -8.81 3.13 6.24

Output
- largest force on an atom (eV/Å) = 1.20
- energy above the lowest of the compared OMol25 structures with the same formula, charge and spin (kcal per mole) = 26.4
- lowest unoccupied orbital energy (eV) = -0.44
- M (g mol⁻¹) = 347.470
- total energy (eV) = -33922.115

Formally, the Löwdin partial charges of the atoms, in units of the elementary charge, are as follows: atom 1 (Xe): 0.5417, atom 2 (O): -0.0757, atom 3 (O): -0.0596, atom 4 (O): -0.0501, atom 5 (O): -0.0301, atom 6 (O): -0.1004, atom 7 (O): -0.0655, atom 8 (O): -0.0428, atom 9 (O): -0.1157, atom 10 (O): -0.0840, atom 11 (O): -0.0642, atom 12 (O): -0.0648, atom 13 (O): -0.0670, atom 14 (H): 0.0063, atom 15 (H): -0.0352, atom 16 (H): 0.0234, atom 17 (H): 0.0702, atom 18 (H): 0.0270, atom 19 (H): 0.0118, atom 20 (H): -0.0463, atom 21 (H): 0.0578, atom 22 (H): 0.0527, atom 23 (H): 0.0012, atom 24 (H): 0.0622, atom 25 (H): -0.0294, atom 26 (H): 0.0332, atom 27 (H): 0.0550, atom 28 (H): -0.0173, atom 29 (H): -0.0312, atom 30 (H): -0.0535, atom 31 (H): -0.0408, atom 32 (H): -0.0657, atom 33 (H): 0.0801, atom 34 (H): 0.0804, atom 35 (H): -0.0372, atom 36 (H): 0.0211, atom 37 (H): 0.0527

---

[2]
ORCA calculation (ωB97M-V with the def2-TZVPD basis set) on a molecular structure, C5H9OP.

Positions of all 16 atoms, in Å:
P 1.37 -1.13 -0.39
O -0.48 0.18 -0.06
C -0.80 -0.67 1.04
C 2.40 0.33 -0.58
C 3.02 1.36 -0.33
C 0.06 -1.86 0.60
C -1.20 1.35 -0.27
H -1.83 1.53 0.62
H 0.84 -1.17 -1.71
H 0.54 -2.34 1.35
H -1.95 1.25 -1.08
H -1.93 -0.79 0.98
H 2.45 -2.03 -0.84
H 3.13 2.44 -0.25
H -0.49 -0.31 2.04
H -0.56 2.21 -0.37

Output
- largest force on an atom (eV/Å) = 3.68
- energy above the lowest of the compared OMol25 structures with the same formula, charge and spin (kcal per mole) = 141.7
- lowest unoccupied orbital energy (eV) = 0.69
- M (g mol⁻¹) = 116.100
- total energy (eV) = -16660.743

Formally, the Löwdin partial charges of the atoms, in units of the elementary charge, are as follows: atom 1 (P): 0.8192, atom 2 (O): -0.3753, atom 3 (C): -0.3054, atom 4 (C): -0.3213, atom 5 (C): 0.0284, atom 6 (C): -0.2862, atom 7 (C): -0.0992, atom 8 (H): 0.0906, atom 9 (H): 0.0073, atom 10 (H): -0.0407, atom 11 (H): 0.0992, atom 12 (H): 0.1318, atom 13 (H): 0.0194, atom 14 (H): 0.0369, atom 15 (H): 0.1137, atom 16 (H): 0.0816

---

[3]
ORCA calculation (ωB97M-V with the def2-TZVPD basis set) on a gas-phase ion, C4H6FN2O3 (charge -1).

Positions of all 16 atoms, in Å:
F 1.45 -0.50 -1.93
O 2.33 1.84 0.05
O 3.70 0.02 0.21
O -1.64 -0.64 -0.78
N -1.93 1.60 -0.50
N 0.19 0.72 -0.36
C -1.12 0.47 -0.63
C 1.33 -0.27 -0.44
C 2.62 0.59 -0.02
C 1.09 -1.65 0.20
H 0.64 -2.38 -0.48
H 2.07 -2.04 0.60
H -1.49 2.47 -0.48
H -2.92 1.47 -0.23
H 0.88 1.58 -0.32
H 0.51 -1.51 1.25

Output
- largest force on an atom (eV/Å) = 3.00
- energy above the lowest of the compared OMol25 structures with the same formula, charge and spin (kcal per mole) = 18.6
- lowest unoccupied orbital energy (eV) = 3.75
- total charge = -1
- M (g mol⁻¹) = 149.101
- SMILES string = C[C@@](F)(NC(N)=O)C(=O)[O-]
- total energy (eV) = -16087.808

Formally, the Löwdin partial charges of the atoms, in units of the elementary charge, are as follows: atom 1 (F): -0.0877, atom 2 (O): -0.0780, atom 3 (O): -0.0201, atom 4 (O): -0.0084, atom 5 (N): 0.1162, atom 6 (N): 0.0992, atom 7 (C): -0.6161, atom 8 (C): -0.3107, atom 9 (C): -0.5835, atom 10 (C): -0.0322, atom 11 (H): 0.0658, atom 12 (H): 0.0701, atom 13 (H): 0.0524, atom 14 (H): 0.1069, atom 15 (H): 0.1005, atom 16 (H): 0.1255

---

[4]
ORCA calculation (ωB97M-V with the def2-TZVPD basis set) on 2 unconnected molecules or ions with the total composition C2H7ClO4P.

Positions of all 15 atoms, in Å:
Cl 0.26 2.74 2.80
P 3.15 1.04 -0.11
O 3.63 0.22 -1.23
O 1.62 0.79 0.22
O 3.20 2.62 -0.26
O 3.95 0.85 1.26
C 4.39 -0.48 1.59
C 4.44 3.22 -0.66
H 4.96 -0.94 0.77
H 5.20 3.13 0.13
H 1.29 1.41 0.93
H 3.53 -1.13 1.84
H 5.04 -0.40 2.48
H 4.25 4.29 -0.85
H 4.83 2.76 -1.58

Output
- largest force on an atom (eV/Å) = 1.74
- lowest unoccupied orbital energy (eV) = 3.26
- total charge = -1
- M (g mol⁻¹) = 161.501
- total energy (eV) = -32194.211

Formally, the Löwdin partial charges of the atoms, in units of the elementary charge, are as follows: atom 1 (Cl): -0.7360, atom 2 (P): 0.3127, atom 3 (O): -0.2569, atom 4 (O): -0.1307, atom 5 (O): -0.2195, atom 6 (O): -0.2310, atom 7 (C): -0.1132, atom 8 (C): -0.1104, atom 9 (H): 0.0801, atom 10 (H): 0.0860, atom 11 (H): -0.0283, atom 12 (H): 0.0921, atom 13 (H): 0.0845, atom 14 (H): 0.0874, atom 15 (H): 0.0831

---

[5]
ORCA calculation (ωB97M-V with the def2-TZVPD basis set) on C17H22N4O2 in the gas phase.

Positions of all 45 atoms, in Å:
O -1.67 -3.16 -6.23
O 0.70 -1.23 -2.76
N -0.62 -0.11 -1.23
N 1.01 0.99 2.59
N -1.86 -0.36 -0.86
N 0.10 -2.44 -5.26
C -1.23 -2.67 -5.20
C 1.05 1.94 1.48
C -3.27 -2.80 -3.84
C 1.36 -0.35 2.11
C -2.45 -0.90 -1.92
C 3.10 1.95 3.79
C -0.34 -0.74 -2.42
C 0.05 1.58 0.39
C -3.77 -1.48 -1.83
C 1.71 1.35 3.87
C -2.07 -2.19 -4.04
C 1.16 2.61 4.56
C -1.63 -1.01 -3.14
C 2.59 3.20 4.48
C 0.47 -0.81 0.94
C 0.40 0.24 -0.19
C -4.18 -2.42 -2.77
H 1.99 1.96 0.94
H 0.51 -2.22 -4.34
H 2.61 4.10 3.83
H 0.06 2.39 -0.39
H 1.69 0.46 4.54
H -1.75 -0.13 -3.82
H 3.05 3.42 5.45
H -3.58 -3.62 -4.49
H 3.47 2.16 2.80
H -0.50 -1.07 1.32
H 3.86 1.40 4.31
H 1.25 -1.09 2.90
H 0.43 3.11 3.97
H 0.80 2.93 1.85
H 0.57 -2.98 -5.93
H -0.95 1.55 0.83
H 0.77 2.42 5.56
H -5.16 -2.84 -2.67
H 1.40 0.31 -0.56
H 0.88 -1.74 0.51
H -4.43 -1.34 -1.01
H 2.43 -0.36 1.86

Output
- largest force on an atom (eV/Å) = 3.95
- energy above the lowest of the compared OMol25 structures with the same formula, charge and spin (kcal per mole) = 94.9
- lowest unoccupied orbital energy (eV) = -0.62
- M (g mol⁻¹) = 314.389
- SMILES string = NC(=O)C1=CC=CC2=NN(C3CCN(C4CCC4)CC3)C(=O)[C@@H]12
- total energy (eV) = -28039.015

Formally, the Löwdin partial charges of the atoms, in units of the elementary charge, are as follows: atom 1 (O): 0.0359, atom 2 (O): 0.1031, atom 3 (N): -0.0375, atom 4 (N): -0.1133, atom 5 (N): 0.1833, atom 6 (N): 0.1716, atom 7 (C): -0.5080, atom 8 (C): -0.1926, atom 9 (C): -0.0076, atom 10 (C): -0.1852, atom 11 (C): -0.2183, atom 12 (C): -0.1528, atom 13 (C): -0.3726, atom 14 (C): -0.1461, atom 15 (C): 0.0013, atom 16 (C): -0.2906, atom 17 (C): -0.0429, atom 18 (C): -0.1247, atom 19 (C): -0.0754, atom 20 (C): -0.1660, atom 21 (C): -0.1113, atom 22 (C): -0.2445, atom 23 (C): -0.0422, atom 24 (H): 0.1167, atom 25 (H): 0.0738, atom 26 (H): 0.1077, atom 27 (H): 0.1361, atom 28 (H): 0.1483, atom 29 (H): 0.1993, atom 30 (H): 0.1015, atom 31 (H): 0.1249, atom 32 (H): 0.1000, atom 33 (H): 0.1034, atom 34 (H): 0.0986, atom 35 (H): 0.1153, atom 36 (H): 0.0878, atom 37 (H): 0.1154, atom 38 (H): 0.0962, atom 39 (H): 0.1168, atom 40 (H): 0.1082, atom 41 (H): 0.0936, atom 42 (H): 0.1437, atom 43 (H): 0.1240, atom 44 (H): 0.0996, atom 45 (H): 0.1255

---

[6]
ORCA calculation (ωB97M-V with the def2-TZVPD basis set) on a molecular structure, C17H27NO3.

Positions of all 48 atoms, in Å:
O 0.50 -1.92 0.02
O -5.04 4.94 -1.02
O -1.17 1.16 0.67
N -2.24 4.03 -0.41
C 2.89 -2.11 0.93
C 1.73 -3.77 -0.32
C 3.73 -4.09 0.27
C 5.15 -2.26 1.43
C 2.71 -4.64 -0.19
C -0.38 2.47 0.07
C -1.23 3.63 0.52
C 2.63 -6.04 -0.48
C 3.86 -2.74 0.78
C -4.64 3.47 -0.86
C 0.46 -0.47 0.54
C -3.41 3.19 -0.05
C 1.70 -2.60 0.30
C 0.32 -4.43 -0.96
C -3.75 5.69 -1.09
C -2.63 5.36 -0.08
C -1.09 -0.17 0.22
H -3.26 1.98 0.08
H -1.35 3.57 1.71
H -3.10 5.64 0.72
H -5.55 2.88 -0.55
H -3.31 5.61 -2.15
H -1.74 -0.66 0.79
H -4.18 6.79 -1.14
H 0.49 -0.54 1.56
H 1.25 0.06 -0.01
H -1.70 6.13 -0.37
H 5.97 -2.85 1.32
H 5.08 -1.86 2.46
H -0.41 4.49 0.44
H 5.52 -1.23 0.87
H -3.91 3.34 1.07
H -0.15 -5.39 0.03
H 4.81 -4.90 0.31
H 0.46 2.28 0.27
H 2.89 -1.07 0.96
H -4.31 3.21 -2.26
H 2.02 -6.76 -0.05
H -1.06 0.03 -0.78
H -0.52 -3.76 -0.77
H 0.37 -4.99 -1.77
H 3.60 -6.79 -0.33
H 2.53 -6.13 -1.63
H -0.57 2.21 -1.08

Output
- largest force on an atom (eV/Å) = 18.53
- energy above the lowest of the compared OMol25 structures with the same formula, charge and spin (kcal per mole) = 399.2
- lowest unoccupied orbital energy (eV) = 0.68
- M (g mol⁻¹) = 293.407
- total energy (eV) = -25683.444

Formally, the Löwdin partial charges of the atoms, in units of the elementary charge, are as follows: atom 1 (O): -0.0965, atom 2 (O): -0.2031, atom 3 (O): -0.2513, atom 4 (N): -0.1432, atom 5 (C): -0.0623, atom 6 (C): -0.1432, atom 7 (C): -0.0094, atom 8 (C): -0.0254, atom 9 (C): -0.3980, atom 10 (C): -0.0106, atom 11 (C): -0.2463, atom 12 (C): -0.0653, atom 13 (C): -0.3218, atom 14 (C): -0.1809, atom 15 (C): -0.0449, atom 16 (C): -0.2335, atom 17 (C): -0.1660, atom 18 (C): 0.0445, atom 19 (C): -0.2043, atom 20 (C): -0.2175, atom 21 (C): -0.1437, atom 22 (H): 0.1733, atom 23 (H): 0.1827, atom 24 (H): 0.0557, atom 25 (H): 0.1130, atom 26 (H): 0.1201, atom 27 (H): 0.0932, atom 28 (H): 0.1490, atom 29 (H): 0.0947, atom 30 (H): 0.1325, atom 31 (H): 0.1925, atom 32 (H): 0.0159, atom 33 (H): 0.0856, atom 34 (H): 0.1524, atom 35 (H): 0.1374, atom 36 (H): 0.1746, atom 37 (H): 0.1817, atom 38 (H): 0.2002, atom 39 (H): -0.0199, atom 40 (H): 0.1163, atom 41 (H): 0.2009, atom 42 (H): 0.0401, atom 43 (H): 0.0912, atom 44 (H): 0.0308, atom 45 (H): -0.0202, atom 46 (H): 0.1353, atom 47 (H): 0.1172, atom 48 (H): 0.1762